27
Properties=species:S:1:pos:R:3 method="wB97M-V/def2-TZVPD" e_above_lowest_kj_mol=54.8 lumo_ev=0.30 smiles="CC(=O)[C@@H]1COCCN1C.O=S(=O)=O" homo_lumo_gap_ev=9.324 multiplicity=1 e_homo_ha=-0.3315
C -0.14 1.61 0.28
C 0.38 -0.70 -1.52
C 1.86 -0.35 -1.59
C 1.83 0.22 0.72
C 0.24 0.21 0.70
C -0.54 2.54 1.35
C -0.34 -2.19 0.26
N -0.27 -0.83 -0.25
O -2.83 -1.19 1.14
O -0.08 1.96 -0.87
O -2.95 -0.77 -1.30
O -2.43 1.03 0.22
O 2.23 0.62 -0.67
S -2.59 -0.35 0.02
H -0.05 0.33 -1.90
H 0.11 -1.61 -2.15
H 2.50 -1.21 -1.43
H 2.00 0.08 -2.54
H 2.18 0.96 1.37
H 2.30 -0.74 0.91
H -0.22 0.04 1.63
H -0.29 3.54 1.07
H -0.21 2.37 2.33
H -1.72 2.39 1.35
H 0.66 -2.68 0.13
H -0.78 -2.46 1.28
H -0.84 -2.83 -0.54

22
Properties=species:S:1:pos:R:3 method="wB97M-V/def2-TZVPD" lumo_ev="-13.75 / -13.31" homo_lumo_gap_ev="6.697 / 7.168" total_charge=+3 multiplicity=5 e_homo_ha="-0.7515 / -0.7526" s_squared=6.010
O -3.83 1.70 1.22
C -3.05 1.05 0.67
Pm -1.29 -0.26 -0.50
O -4.39 -1.14 -2.35
C -3.44 -0.91 -1.73
C -2.65 -1.39 1.17
O -3.23 -1.86 2.06
C -1.03 -2.71 -0.38
O -0.85 -3.85 -0.28
C 1.52 2.40 0.72
N 1.76 1.12 0.08
C 2.74 0.82 -0.85
C 2.62 -0.50 -1.15
N 1.51 -0.98 -0.43
C 1.14 -0.01 0.49
S 0.07 -0.11 1.82
H 0.50 2.74 0.55
H 1.67 2.33 1.80
H 2.22 3.13 0.30
H 3.44 1.56 -1.15
H 3.23 -1.14 -1.75
H 1.32 -1.98 -0.30

107
Properties=species:S:1:pos:R:3 method="wB97M-V/def2-TZVPD" e_above_lowest_kj_mol=62.0 lumo_ev="-4.99 / -7.40" homo_lumo_gap_ev="7.868 / 5.585" total_charge=+2 multiplicity=6 e_homo_ha="-0.4725 / -0.4773" s_squared=8.768
Ru -0.54 -1.13 -0.65
C 1.82 -0.97 -3.86
C 1.21 0.38 -3.46
C 1.48 1.45 -4.51
C 1.73 0.76 -2.11
C 2.85 1.50 -1.76
C 2.90 1.48 -0.37
C 3.94 2.16 0.45
C 3.96 3.66 0.11
C 5.32 1.57 0.17
N 1.84 0.76 0.07
N 1.13 0.34 -0.99
B 1.42 0.34 1.51
N -0.07 0.76 1.78
N -1.12 0.07 1.27
C -2.24 0.50 1.87
C -1.91 1.51 2.76
C -0.53 1.67 2.68
C 0.17 2.77 3.41
C 0.89 3.73 2.46
C 1.08 2.32 4.56
C -3.63 -0.03 1.65
C -3.66 -1.22 0.70
C -4.58 1.09 1.19
N 1.57 -1.20 1.64
N 0.81 -2.04 0.90
C 1.10 -3.30 1.24
C 2.10 -3.28 2.19
C 2.39 -1.94 2.43
C 3.38 -1.54 3.48
C 4.44 -0.53 3.05
C 2.64 -1.10 4.75
C 0.40 -4.51 0.70
C -0.45 -4.19 -0.52
C -0.47 -5.13 1.80
H 1.47 -1.27 -4.85
H 1.55 -1.74 -3.14
H 2.91 -0.89 -3.89
H 0.12 0.24 -3.36
H 2.54 1.51 -4.73
H 1.16 2.43 -4.16
H 0.96 1.21 -5.44
H 3.54 1.98 -2.41
H 3.71 2.04 1.51
H 4.30 3.82 -0.90
H 4.64 4.17 0.79
H 2.97 4.11 0.22
H 5.64 1.78 -0.84
H 5.32 0.49 0.30
H 6.05 1.99 0.86
H 2.11 0.87 2.29
H -2.58 2.04 3.40
H -0.64 3.34 3.88
H 1.65 3.21 1.88
H 1.36 4.52 3.04
H 0.18 4.19 1.78
H 2.02 1.91 4.20
H 0.57 1.57 5.17
H 1.31 3.17 5.19
H -4.00 -0.36 2.63
H -3.02 -1.02 -0.18
H -4.68 -1.41 0.35
H -3.30 -2.12 1.20
H -4.27 1.51 0.24
H -4.61 1.89 1.93
H -5.58 0.69 1.08
H 2.56 -4.12 2.66
H 3.92 -2.47 3.71
H 4.05 0.48 3.02
H 4.84 -0.78 2.07
H 5.26 -0.55 3.77
H 1.98 -0.27 4.54
H 3.36 -0.81 5.51
H 2.04 -1.93 5.13
H 1.17 -5.24 0.42
H -1.26 -3.48 -0.24
H -0.92 -5.10 -0.89
H 0.17 -3.77 -1.32
H -1.24 -4.43 2.12
H 0.13 -5.40 2.67
H -0.95 -6.03 1.42
Te -1.83 -1.70 -2.91
C -2.48 -3.68 -3.03
C -3.62 -4.20 -2.46
C -3.80 -5.56 -2.73
C -2.80 -6.07 -3.52
S -1.64 -4.89 -3.94
H -4.30 -3.61 -1.87
H -4.62 -6.15 -2.37
H -2.68 -7.08 -3.87
N -3.47 3.66 -3.41
C -2.39 3.76 -2.40
C -1.64 2.42 -2.34
N -2.51 1.31 -2.04
C -3.63 1.25 -2.95
C -4.41 2.56 -3.04
H -3.06 3.44 -4.32
H -3.97 4.55 -3.50
H -2.84 3.99 -1.43
H -1.70 4.57 -2.67
H -0.85 2.46 -1.58
H -1.16 2.23 -3.31
H -2.82 1.33 -1.07
H -4.30 0.45 -2.65
H -3.25 0.98 -3.94
H -4.88 2.82 -2.08
H -5.20 2.48 -3.79

21
Properties=species:S:1:pos:R:3 method="wB97M-V/def2-TZVPD" e_above_lowest_kj_mol=249.2 lumo_ev=0.64 smiles=NCNC[C@@H](N)CO homo_lumo_gap_ev=9.446 multiplicity=1 e_homo_ha=-0.3235
C -1.00 -0.62 0.59
N 0.04 -1.55 0.93
C 1.23 -1.16 1.67
N 2.38 -0.41 1.00
C -0.91 0.03 -0.82
C 0.17 1.11 -0.94
O -0.32 2.17 -1.74
N -2.26 0.52 -1.18
H -1.99 -1.17 0.68
H -1.26 0.15 1.36
H 0.37 -2.09 0.14
H 0.93 -0.51 2.54
H 1.84 -1.96 2.10
H 1.88 0.32 0.53
H 2.71 -1.14 0.38
H -0.69 -0.79 -1.58
H 0.61 1.43 0.01
H 0.96 0.64 -1.57
H 0.29 2.91 -1.75
H -2.20 1.18 -1.94
H -2.77 0.94 -0.41

94
Properties=species:S:1:pos:R:3 method="wB97M-V/def2-TZVPD" e_above_lowest_kj_mol=89.2 lumo_ev="-9.66 / -11.04" homo_lumo_gap_ev="6.109 / 5.190" total_charge=+3 multiplicity=5 e_homo_ha="-0.5794 / -0.5965" s_squared=6.097
Ru 0.53 -0.29 -1.16
C -3.30 2.77 -2.77
C -1.96 2.03 -2.80
Ge -1.27 1.46 -1.03
C -0.75 3.05 0.05
C -1.89 4.05 0.29
C -2.87 0.76 -0.16
C -3.02 -0.59 0.08
Ge -1.32 -1.63 -0.16
C -0.66 -2.43 1.52
C -1.21 -3.80 1.91
C -1.47 -2.88 -1.69
C -2.68 -3.83 -1.67
C -4.28 -1.16 0.44
C -4.39 -2.54 0.79
C -5.59 -3.08 1.16
C -6.74 -2.27 1.17
C -6.68 -0.92 0.79
C -5.49 -0.37 0.44
H -3.61 2.98 -3.79
H -3.24 3.73 -2.26
H -4.09 2.18 -2.30
H -1.18 2.64 -3.26
H -2.06 1.12 -3.38
H 0.09 3.53 -0.45
H -0.38 2.68 1.01
H -2.24 4.50 -0.63
H -1.53 4.87 0.93
H -2.75 3.60 0.80
H -3.70 1.44 0.04
H -0.84 -1.69 2.30
H 0.42 -2.50 1.38
H -2.25 -3.76 2.24
H -0.64 -4.19 2.76
H -1.13 -4.54 1.11
H -0.54 -3.44 -1.71
H -1.51 -2.26 -2.59
H -2.67 -4.49 -0.80
H -2.66 -4.46 -2.55
H -3.62 -3.29 -1.68
H -3.51 -3.16 0.76
H -5.66 -4.12 1.44
H -7.70 -2.70 1.45
H -7.58 -0.31 0.79
H -5.46 0.67 0.14
Cl 4.76 -2.31 -6.48
C 3.52 -1.68 -5.54
C 2.31 -2.40 -5.42
C 1.30 -1.89 -4.67
C 1.43 -0.61 -4.04
C 0.33 -0.02 -3.36
C 2.68 0.08 -4.17
C 3.70 -0.44 -4.90
H 2.20 -3.35 -5.94
H 0.37 -2.44 -4.58
H -0.64 -0.43 -3.61
H 0.36 1.06 -3.36
H 2.79 1.06 -3.70
H 4.63 0.10 -5.02
I 2.32 -2.32 -0.87
I 3.27 -4.22 -2.51
C 1.86 3.61 2.95
Si 0.64 2.52 3.86
C -1.05 3.27 4.01
C 1.34 1.96 5.47
C 0.31 0.88 2.85
Te 1.41 0.58 1.08
C 3.18 -0.25 1.89
Si 4.83 0.12 0.94
C 5.55 1.63 1.72
C 4.50 0.41 -0.89
C 5.84 -1.42 1.15
H 1.39 4.49 2.51
H 2.38 3.08 2.15
H 2.62 3.96 3.65
H -0.99 4.34 4.23
H -1.60 2.80 4.83
H -1.65 3.15 3.10
H 1.39 2.81 6.16
H 2.35 1.57 5.35
H 0.72 1.19 5.95
H -0.75 0.84 2.58
H 0.55 0.02 3.47
H 3.03 -1.34 1.97
H 3.22 0.16 2.90
H 4.87 2.48 1.70
H 6.46 1.93 1.18
H 5.84 1.44 2.76
H 3.47 0.69 -1.13
H 4.76 -0.48 -1.47
H 5.13 1.24 -1.24
H 5.99 -1.67 2.20
H 6.83 -1.28 0.69
H 5.36 -2.27 0.66

30
Properties=species:S:1:pos:R:3 method="wB97M-V/def2-TZVPD" e_above_lowest_kj_mol=120.9 lumo_ev=0.34 homo_lumo_gap_ev=9.165 multiplicity=1 e_homo_ha=-0.3245
C 4.13 0.15 0.09
C 3.50 -0.52 1.10
C 3.34 0.82 -0.85
C 2.17 -0.87 0.99
C 1.99 0.53 -0.93
C 1.47 -0.46 -0.08
C -2.34 0.90 0.62
C -1.04 1.10 0.42
C -3.07 -0.29 -0.02
C -0.31 2.28 0.88
C -4.36 -0.59 0.44
C -0.20 -1.69 -1.90
O -2.54 -0.96 -0.84
O -0.51 -2.01 0.85
P -0.31 -0.99 -0.19
H 5.24 0.45 0.05
H 4.18 -1.05 1.95
H 3.73 1.57 -1.46
H 1.67 -1.35 1.84
H 1.40 1.00 -1.73
H -2.97 1.73 0.70
H -0.02 2.13 1.89
H 0.62 2.54 0.37
H -0.91 3.13 0.79
H -4.44 -0.46 1.56
H -5.07 0.19 -0.07
H -4.66 -1.70 0.17
H 0.79 -1.97 -2.11
H -0.95 -2.59 -1.83
H -0.52 -1.03 -2.69

25
Properties=species:S:1:pos:R:3 method="wB97M-V/def2-TZVPD" e_above_lowest_kj_mol=368.7 lumo_ev=-2.88 homo_lumo_gap_ev=10.618 total_charge=+1 multiplicity=1 e_homo_ha=-0.4962
C 1.55 -0.82 0.08
C 2.68 -1.66 -0.22
C -2.07 -2.42 -0.19
C -1.83 -1.29 0.42
C -1.93 1.11 0.03
C -3.07 2.03 -0.24
C 2.92 1.16 0.22
N 1.63 0.46 0.21
N -0.70 1.45 0.16
O -2.41 -0.11 -0.07
H 3.45 -1.03 -0.76
H 2.56 -2.43 -1.00
H -1.40 -3.32 0.11
H -2.49 -2.56 -1.11
H -1.63 -1.28 1.50
H 0.55 -1.24 0.34
H -3.92 1.53 0.16
H -3.26 2.02 -1.37
H -3.08 3.13 -0.08
H 2.73 2.11 0.69
H 3.78 0.48 0.75
H 3.17 1.33 -0.87
H 0.52 1.07 0.26
H 2.88 -2.13 0.70
H -0.62 2.40 0.28

9
Properties=species:S:1:pos:R:3 method="wB97M-V/def2-TZVPD" e_above_lowest_kj_mol=112.7 lumo_ev=0.02 smiles="[H]/N=P/N.C#N" homo_lumo_gap_ev=9.760 multiplicity=1 e_homo_ha=-0.3578
C 2.25 0.48 1.89
N 3.34 0.43 1.55
N -0.30 0.67 -1.48
N -2.06 -0.93 -0.45
P -0.40 -0.39 -0.33
H 1.26 1.03 2.08
H 0.52 1.17 -1.56
H -2.48 -0.46 -1.27
H -2.13 -2.01 -0.43

22
Properties=species:S:1:pos:R:3 method="wB97M-V/def2-TZVPD" e_above_lowest_kj_mol=355.9 lumo_ev="0.04 / 0.35" homo_lumo_gap_ev="8.059 / 8.522" multiplicity=1 e_homo_ha="-0.2947 / -0.3004"
C -0.79 1.55 0.07
C 0.60 0.12 1.89
C 0.49 0.80 0.46
C 0.67 -0.62 0.65
C -2.19 -0.37 -0.24
C 1.58 1.63 -0.02
C 1.42 -1.79 0.03
C -1.94 -0.89 -1.60
O -0.78 2.73 -0.07
O -1.94 1.01 -0.02
Cl -3.39 -0.80 0.90
H 1.51 0.28 2.38
H -0.29 -0.04 2.38
H 1.58 1.58 -1.04
H 2.59 1.13 0.23
H 1.53 2.61 0.32
H 2.45 -1.76 0.32
H 1.35 -1.56 -1.09
H 1.01 -2.66 0.33
H -1.00 -0.37 -1.95
H -2.76 -0.60 -2.41
H -1.71 -1.98 -1.53

9
Properties=species:S:1:pos:R:3 method="wB97M-V/def2-TZVPD" e_above_lowest_kj_mol=437.5 lumo_ev="-1.22 / -1.21" homo_lumo_gap_ev="7.016 / 7.013" multiplicity=1 e_homo_ha="-0.3025 / -0.3022"
C 0.06 -0.61 -0.77
N -0.17 1.28 1.56
O 0.71 -1.55 0.06
S 0.48 1.52 0.15
I -1.73 2.38 -1.14
H -0.82 -1.00 -0.03
H 0.02 -0.09 -1.65
H 1.48 -2.14 0.12
H -0.03 0.21 1.71

18
Properties=species:S:1:pos:R:3 method="wB97M-V/def2-TZVPD" lumo_ev=-0.82 smiles="O=C1O[S@](=O)(=S)C2=CCCC=C12" homo_lumo_gap_ev=8.512 multiplicity=1 e_homo_ha=-0.3428
C -0.97 -1.15 -0.31
C 1.47 0.24 0.33
C -1.03 0.03 0.34
C 0.22 0.72 0.52
C -2.13 0.88 0.64
C 0.38 -1.75 -0.67
C 1.56 -1.34 0.20
O -3.29 0.56 0.67
O -1.70 2.13 0.91
O 0.49 3.44 0.88
S -0.43 2.34 -1.65
S -0.22 2.38 0.24
H -1.78 -1.72 -0.63
H 2.29 1.03 0.33
H 0.36 -2.92 -0.87
H 0.56 -1.50 -1.70
H 2.54 -1.58 -0.40
H 1.69 -1.80 1.17

21
Properties=species:S:1:pos:R:3 method="wB97M-V/def2-TZVPD" e_above_lowest_kj_mol=51.4 lumo_ev="-10.15 / -10.15" homo_lumo_gap_ev="6.444 / 6.444" total_charge=+2 multiplicity=1 e_homo_ha="-0.6098 / -0.6098"
O 4.50 4.18 -2.09
C 3.56 3.54 -2.01
La 0.24 0.43 -0.21
O 0.78 2.54 -3.13
C 0.68 1.90 -2.18
C 1.05 -0.39 2.10
O 1.28 -0.86 3.11
C -0.34 2.54 1.08
O -0.66 3.51 1.62
C 2.02 -1.10 -1.12
O 2.74 -1.87 -1.58
H 2.12 1.38 0.24
C -2.22 -2.10 1.26
C -1.61 -1.95 -0.14
O -1.99 -0.51 -0.68
H -1.70 -1.52 2.04
H -2.14 -3.16 1.53
H -3.28 -1.82 1.23
H -0.51 -2.15 -0.16
H -2.07 -2.53 -0.94
H -2.45 -0.06 0.04

18
Properties=species:S:1:pos:R:3 method="wB97M-V/def2-TZVPD" e_above_lowest_kj_mol=252.7 lumo_ev=-0.25 smiles=CSC.O.O.O homo_lumo_gap_ev=9.367 multiplicity=1 e_homo_ha=-0.3534
C -0.29 -2.61 -1.29
S 0.23 -0.69 -0.59
C 0.80 -1.88 1.19
H -0.97 -3.10 -0.63
H 0.71 -3.02 -1.21
H -0.61 -2.51 -2.29
H 1.20 -1.03 1.76
H -0.20 -2.26 1.49
H 1.69 -2.52 0.96
H -1.93 0.52 2.42
H -0.89 -0.02 1.48
O -0.98 0.61 2.23
H -0.38 1.23 -1.58
H -0.28 2.71 -1.22
O -0.34 2.10 -2.03
H 0.40 2.65 1.58
H 0.67 1.87 0.26
O 0.55 2.72 0.67

9
Properties=species:S:1:pos:R:3 method="wB97M-V/def2-TZVPD" e_above_lowest_kj_mol=30.4 lumo_ev=0.70 smiles=N#CCCF homo_lumo_gap_ev=12.258 multiplicity=1 e_homo_ha=-0.4246
C -0.91 -0.17 0.29
C 0.26 0.50 -0.41
C 1.34 -0.39 -0.24
H -0.48 -0.26 1.35
H -1.85 0.47 0.36
H 0.18 0.97 -1.39
H 0.39 1.23 0.37
N 2.30 -1.02 0.04
F -1.23 -1.33 -0.37

49
Properties=species:S:1:pos:R:3 method="wB97M-V/def2-TZVPD" e_above_lowest_kj_mol=88.2 lumo_ev="2.29 / 2.18" homo_lumo_gap_ev="5.263 / 5.150" total_charge=-1 multiplicity=3 e_homo_ha="-0.1093 / -0.1093" s_squared=2.008
Ni 11.59 7.43 6.97
C 10.49 5.58 11.97
O 11.10 6.32 10.83
C 10.95 5.87 9.59
O 11.67 6.35 8.69
N 10.01 4.90 9.42
N 9.44 4.55 8.13
H 10.94 6.02 12.86
H 10.64 4.50 11.88
H 9.43 5.86 12.07
H 9.25 5.01 10.07
H 10.03 4.89 7.40
H 9.47 3.54 8.13
C 14.73 10.12 7.42
C 13.96 11.31 7.44
C 12.59 11.27 7.18
C 11.96 10.04 7.04
N 12.73 8.91 7.19
C 14.04 8.93 7.32
C 10.53 9.79 6.81
C 9.56 10.76 6.78
C 8.22 10.43 6.57
C 7.84 9.09 6.49
C 8.85 8.12 6.44
C 10.15 8.46 6.63
H 15.83 10.19 7.51
H 14.45 12.29 7.53
H 11.98 12.15 7.06
H 14.55 7.95 7.24
H 9.83 11.80 6.87
H 7.43 11.19 6.50
H 6.81 8.74 6.49
H 8.51 7.10 6.27
N 11.60 4.86 5.44
C 11.51 5.96 5.89
C 17.46 7.56 6.28
Si 17.61 6.83 7.94
C 17.70 8.02 9.39
C 19.07 5.68 7.85
Se 15.77 5.64 8.19
H 18.43 7.73 5.81
H 16.85 8.48 6.26
H 16.98 6.87 5.57
H 18.45 8.83 9.23
H 18.06 7.44 10.25
H 16.67 8.39 9.63
H 20.03 6.04 8.24
H 19.27 5.37 6.81
H 18.77 4.81 8.44

19
Properties=species:S:1:pos:R:3 method="wB97M-V/def2-TZVPD" e_above_lowest_kj_mol=439.0 lumo_ev=-3.90 homo_lumo_gap_ev=9.833 total_charge=+1 multiplicity=1 e_homo_ha=-0.5048
C 1.79 0.65 0.05
C 0.02 -1.35 1.01
C 1.14 -0.36 -0.88
C -1.18 0.54 -0.26
N -0.21 -0.60 -0.29
O -0.87 1.47 0.70
S -2.78 -0.21 -0.24
H 2.79 0.89 -0.27
H 1.39 1.62 -0.13
H 1.89 0.26 1.05
H 0.27 -2.31 0.90
H 0.68 -0.73 1.52
H -1.00 -1.39 1.52
H 1.59 -1.27 -0.84
H 1.18 0.14 -1.78
H -0.87 1.14 -1.88
H -0.60 -1.39 -0.74
H -1.69 1.98 0.76
H -3.54 0.91 -0.18